(1)
C17H35N9O18S | the ωB97M-V functional and the def2-TZVPD basis

XYZ file:
```
80
Properties=species:S:1:pos:R:3:forces:R:3
H 4.5990 -1.1205 -1.1064 0.19 -0.02 0.18
H 2.7065 2.6361 -0.4361 -0.08 0.51 -0.24
H 0.6935 -2.7599 3.8893 -0.12 -0.45 0.12
O 1.3904 -3.0825 7.0043 0.33 0.09 -0.24
H -5.5892 -0.6388 -4.4570 0.23 -0.19 -0.45
O -0.3679 -2.5331 -0.3779 0.01 -0.07 0.75
H 1.7135 3.4181 3.0054 0.05 -0.02 0.15
H -2.6088 2.3290 -1.2710 0.00 0.38 -0.24
H -4.4126 -0.1572 2.6289 0.04 -0.06 -0.23
C 1.7082 2.6685 -0.8601 -0.80 -0.28 1.17
C -3.6335 0.5841 2.5548 -0.19 0.50 1.83
H 0.6892 0.6884 -6.0657 0.09 -0.32 -0.24
N -2.5445 2.4848 2.7994 0.70 0.21 1.39
N -3.7193 4.1487 -0.9214 1.52 0.88 0.50
H 1.4044 0.8748 2.0367 -0.01 -0.01 -0.04
O -0.3428 3.6072 -0.0399 0.43 -0.68 -0.11
C -2.2560 0.3623 2.3252 0.38 0.01 -1.14
N -4.0871 -0.7152 -3.0446 0.82 0.50 -0.60
O 2.0847 -4.2735 5.3481 0.24 0.31 -0.14
C 4.3042 2.2821 1.3399 -0.61 0.51 0.49
N 1.4792 -3.3309 5.8136 -0.76 -1.11 0.40
C -3.7374 1.8730 3.0604 -0.13 -0.11 -1.79
H -0.5311 1.7973 2.5270 0.03 0.09 -0.43
H -0.2748 0.0040 -2.3546 0.26 0.17 0.25
H 4.0872 4.0874 2.3527 -0.31 0.14 0.01
S 0.7200 -1.6274 0.3721 -2.29 0.28 0.51
H -3.9001 -0.2665 -5.0644 -0.11 0.09 -0.13
C -1.5765 1.5587 2.4671 -1.18 -0.31 0.16
C 2.2513 1.5281 1.9027 -0.14 0.34 1.39
O 6.6383 0.4870 -2.9296 -0.48 -0.08 0.10
H 1.6893 3.0258 -1.8819 -0.23 -0.22 -0.15
H -1.6301 -2.4151 -2.0144 -0.26 0.38 0.30
C -0.6318 -0.4739 -1.4436 -1.22 0.25 -0.52
N -0.2528 -1.0874 -5.3898 -0.83 -0.18 -1.29
H 0.2619 -6.3535 1.7034 0.44 0.23 0.19
C 2.4044 2.7770 2.4891 0.89 -0.43 -1.26
O 0.3979 -1.5681 1.7726 0.36 -0.03 -1.35
O 1.5380 4.4966 0.5284 -0.87 -0.33 -0.33
C 0.6535 0.0574 -5.1867 0.05 0.40 1.52
C -0.7039 -1.9719 -1.6627 1.08 -0.69 -0.12
H 0.0876 -2.3066 -2.3424 -0.07 0.15 -0.10
C -4.6474 -0.1186 -4.2946 -0.93 -0.02 1.05
N 5.6324 0.2609 -2.2856 0.20 0.23 0.41
O -3.9548 -1.9110 -3.0113 -0.14 -0.46 0.26
N 0.8730 3.6329 -0.0369 1.27 1.59 -0.26
N -1.1665 -5.0559 2.4725 -0.12 -0.98 -0.28
H 1.2060 -1.5188 5.0226 -0.46 0.18 -0.12
O -3.6810 0.0667 -2.2033 -0.20 -0.19 0.21
H 3.7116 0.3121 0.7237 -0.23 -0.05 0.04
H -1.5850 -0.0250 -1.1703 -0.07 -0.19 -0.06
H 5.2714 2.4972 0.9225 0.07 -0.18 0.02
H -0.3046 -2.3996 5.3999 -0.13 0.03 -0.27
H 1.2739 1.6991 -0.6136 -0.10 0.06 -0.86
O 2.0142 -2.0377 -0.0200 0.68 0.28 -0.44
C 0.6668 -2.4658 4.9270 0.94 0.99 0.27
O -0.7513 -4.8934 3.5937 0.15 0.41 0.34
H -0.6762 -5.4961 0.4819 -0.08 0.07 0.07
H -1.8568 -0.5576 1.9305 0.22 -0.03 0.30
H 0.2711 0.6293 -4.3426 -0.08 0.04 -0.17
O -1.2820 -1.1899 -4.7433 0.28 0.32 0.57
H -4.3418 2.2058 -0.8384 0.14 -0.28 0.20
N 3.6380 3.2364 2.0644 0.02 0.02 0.72
C -3.4017 2.7187 -0.6487 -0.73 0.05 0.26
C 3.4588 1.2165 1.2567 0.68 -0.92 -0.72
O -4.3059 4.7578 -0.0483 -0.51 -0.38 -0.08
O -2.3362 -5.1051 2.1567 -0.07 0.32 -0.08
H -4.8884 0.9029 -4.0200 0.36 0.18 -0.45
H 6.3026 -1.6155 -1.5684 0.04 0.24 0.19
H -2.3597 3.4233 3.1121 0.19 -0.03 -0.06
H -3.1336 2.7018 0.4038 -0.09 -0.28 -0.02
O -3.2400 4.6864 -1.8987 -0.27 -0.36 -0.52
C -0.1497 -5.3895 1.4263 -0.74 0.24 -0.53
H -4.5557 2.4759 3.4189 -0.16 -0.20 -0.11
C 5.3727 -1.1423 -1.8655 -0.35 -0.44 -0.25
H 0.5305 -4.5484 1.3571 0.39 -0.30 0.28
O 4.8318 1.0996 -1.8961 0.28 -0.24 -0.43
H 4.9901 -1.7101 -2.7138 0.05 0.27 -0.18
H 1.6120 -0.3549 -4.8820 0.15 0.07 -0.44
O 0.2265 -0.2538 -0.3391 1.53 -0.65 0.83
O 0.0326 -1.8289 -6.3008 0.35 -0.23 0.04
```
Positions in Å, forces in eV/Å.

Computed properties:
Total charge: 0
Energy above the lowest of the compared OMol25 structures with the same formula, charge and spin: 39.5 kJ/mol
Spin multiplicity: 1
Orbital gap: 7.486 eV



(2)
C17H36BN5O9P | the ωB97M-V functional and the def2-TZVPD basis

XYZ file:
```
69
Properties=species:S:1:pos:R:3:forces:R:3
N 2.2066 -0.2872 1.9928 -0.67 2.55 -3.47
H -3.4472 5.4776 1.9016 1.61 -0.91 0.19
C -0.7642 0.7522 2.7555 -1.82 1.16 1.25
H -3.0318 1.8539 -1.2150 -0.69 0.45 -1.43
H -3.9538 0.8872 -3.8717 -0.63 -0.10 1.40
O 1.2821 -3.8686 1.8060 -0.91 0.46 2.88
H -5.4921 1.1614 -2.8043 1.42 -0.35 -0.34
H 2.4723 -1.4811 -0.6517 1.80 0.20 -0.09
H 0.4287 -1.4251 0.5470 -0.71 -0.33 1.58
H 3.0286 -3.0869 2.6394 -1.12 0.69 -0.05
O 1.7204 -3.7054 0.5202 0.59 0.55 -2.44
H -4.6301 -1.2004 -3.8382 0.91 -0.11 1.35
B 3.6355 -0.4172 1.6023 3.35 0.06 0.50
O 0.1396 2.0457 -1.2222 0.15 1.62 1.37
H -0.0798 4.0274 -2.1044 -0.25 -1.25 0.47
C -2.3811 5.1273 2.1535 -0.11 -0.07 0.58
H -0.5788 0.1029 3.6899 0.01 0.95 -1.34
H 0.9156 -3.7426 -0.0533 0.56 -0.09 0.88
O -1.7544 3.0186 3.4947 0.87 -0.60 -1.95
H -2.5425 -1.6225 1.2428 1.03 -0.33 -0.02
P -1.4768 -2.1845 2.0518 -1.16 -0.19 1.36
O 4.6034 -0.4970 2.6944 -2.24 -0.77 -1.26
N 1.6791 1.7658 0.6368 -0.05 -0.70 0.56
H 5.8415 -1.7116 0.7916 0.22 1.43 -0.60
C -3.6456 2.2260 -2.1158 -1.25 -0.28 1.02
H 4.9022 -1.4232 2.8128 0.19 0.88 -0.09
H 5.9612 -0.9104 -0.8548 -0.09 0.50 1.77
H 1.2253 3.6018 -0.3643 -0.48 -1.41 0.90
H 1.1983 -1.0978 3.6273 0.02 -0.50 -1.68
H -1.8881 0.6235 2.5397 1.78 0.34 0.23
O -2.8814 3.0411 -3.0301 0.96 -1.13 0.78
H -1.2552 -3.5299 1.5571 0.28 1.17 -0.17
C -2.3302 3.5333 2.2980 -2.06 0.42 -2.31
H -0.1546 3.0076 0.6771 1.01 -0.90 -0.66
H 2.6707 2.0337 0.4995 -0.88 -0.57 0.16
C -4.8646 -2.6012 -2.1097 0.08 0.02 -0.10
H 1.5941 -3.2415 3.7481 0.28 0.42 -1.81
H 6.3076 0.1384 0.6683 -0.84 -1.25 -0.40
H -2.7941 -1.7683 3.6627 0.66 -0.34 0.39
C 1.4061 -1.4060 2.5330 -2.13 0.30 1.75
H -4.1421 -3.4068 -1.7198 -1.06 1.26 -0.60
O -2.8231 2.8360 1.3976 2.07 1.40 3.03
H -3.0111 -1.7112 -2.9921 -1.50 0.58 -0.19
C 5.6940 -0.7160 0.2486 -0.11 -0.22 -1.06
C 0.6757 2.6523 -0.0112 -0.02 0.99 -1.33
H -4.4734 2.8821 -1.6620 1.36 -0.72 -0.80
N -0.0446 0.3114 1.5321 1.54 -0.60 0.70
C -0.6710 3.1022 -1.8044 -1.81 0.53 -0.61
C -4.1041 -1.3931 -2.8424 -0.06 -1.31 0.48
N 4.2018 -0.4174 0.2291 -0.15 -1.28 1.51
C 0.0753 -1.1972 1.6234 1.86 -0.29 -1.47
H -1.0454 3.0747 -4.0150 -0.69 -0.88 1.09
O -4.1075 -0.2104 -1.9944 -0.17 -0.06 -1.97
H 4.0619 -1.6044 -1.6499 -0.58 0.58 1.27
H -2.0923 5.6736 3.1125 -0.11 -0.94 -1.36
H 3.8693 -2.5055 -0.0684 -0.39 1.25 -1.07
C -4.3678 0.9639 -2.8081 0.46 1.27 0.56
H -5.4455 -2.1814 -1.2269 0.66 -0.56 -1.16
C 1.3651 0.6829 1.3499 -0.56 -1.85 1.59
H -1.6911 5.4255 1.2842 -0.99 -0.49 1.36
C -1.4996 2.5962 -3.0894 0.37 -0.21 0.37
C -0.5559 2.2563 3.1959 1.91 1.70 0.58
C 3.6228 -1.5138 -0.6083 -1.09 -1.34 0.25
C 1.9112 -2.8997 2.6955 0.32 -0.62 -0.03
H -1.4611 3.4590 -1.0453 1.12 -0.58 -0.92
H -5.5924 -3.0990 -2.8408 1.03 0.66 1.15
H -1.4520 1.4447 -3.1118 0.06 1.68 -0.17
N -1.8556 -2.2017 3.6066 -0.09 0.57 -1.49
O 0.5133 2.8475 3.3761 -3.10 -2.51 -0.85
```
Positions in Å, forces in eV/Å.

Computed properties:
Total charge: +1
Energy above the lowest of the compared OMol25 structures with the same formula, charge and spin: 364.9 kJ/mol
Spin multiplicity: 1
Orbital gap: 8.172 eV



(3)
C17H36Cl14NO2P | the ωB97M-V functional and the def2-TZVPD basis

XYZ file:
```
71
Properties=species:S:1:pos:R:3:forces:R:3
H -7.3791 -6.2121 7.4236 -0.05 0.29 0.02
H -2.1463 -3.5310 5.0506 -0.19 -0.60 -0.08
C 2.4574 2.3098 -2.4852 -0.24 1.18 0.35
Cl 1.4460 -2.4790 -3.2318 -0.06 0.03 0.06
O 0.4593 3.6619 -1.7613 -3.81 0.01 -2.70
H 4.3174 -2.4993 -3.6940 -0.20 0.18 -0.01
C 6.9349 1.0929 -6.8170 0.18 -0.17 0.09
Cl -3.8865 -4.7923 4.0693 -0.13 0.01 -0.01
H 0.8861 3.1616 -3.8991 0.46 1.05 2.01
O -1.3738 4.3342 -3.3394 3.32 -3.22 6.87
Cl -0.8306 7.1404 -1.5726 0.06 0.12 0.08
Cl 5.2601 -1.0809 -6.8489 0.34 0.13 -0.87
C 3.8873 -1.5809 -4.1065 -0.11 -0.33 -0.14
C -7.1579 -5.1680 7.6678 0.23 -0.06 -0.26
C 6.7037 -0.2533 -7.4852 0.44 0.21 -0.20
H 2.3972 -2.4812 -5.3744 0.08 0.09 0.15
H -6.6603 -4.4870 5.6861 -0.08 -0.04 0.19
H -2.2624 -6.5429 5.7296 -0.05 0.27 0.06
H 7.8962 1.5061 -7.1364 -0.16 -0.14 -0.03
H -1.7731 3.6097 -1.3596 2.46 0.39 -1.38
H -0.9978 -5.4383 6.2970 -0.16 0.09 -0.09
P 2.4196 5.1116 -3.0140 0.45 0.91 3.87
C -2.2663 -4.5843 4.7801 0.38 -0.09 0.16
H 1.9800 -0.8413 -4.8489 0.12 -0.16 0.14
C -3.4903 7.6815 -1.9781 -0.07 -0.28 0.12
H -2.7221 6.5241 -0.3324 -0.01 0.12 -0.15
H -0.2181 0.4884 3.8738 -0.24 0.01 0.11
H -3.2050 -0.1824 4.2912 0.29 -0.02 0.07
H 6.5874 -0.1513 -8.5683 -0.08 0.04 0.26
H 2.5184 2.3177 -1.3083 -0.11 -0.19 -2.43
Cl -3.0408 -5.0355 7.3732 -0.09 0.02 0.06
H -2.1005 -1.1274 3.2772 0.07 0.12 0.10
H 2.9022 -4.5673 1.8357 -0.17 0.08 -0.07
H 4.4910 -1.2789 -4.9674 -0.48 -0.10 0.83
C -2.1568 -0.4623 4.1439 -0.11 0.19 -0.36
Cl 5.6892 2.2861 -7.2603 -0.04 -0.04 0.03
Cl 0.0135 -3.9214 -0.3919 -0.03 0.01 0.08
Cl -9.0032 -4.4616 5.7633 -0.06 0.02 0.02
H 2.1277 1.2707 -2.9184 0.57 2.38 1.00
Cl -3.2335 9.2429 -2.7955 0.04 -0.01 -0.01
H 7.5555 -0.9134 -7.2949 -0.15 0.14 0.05
C -0.9364 3.8536 -2.1743 -1.38 2.38 -4.28
H -2.3885 8.2586 -0.1925 0.02 -0.12 -0.24
H -1.5436 -4.8178 3.9922 -0.16 -0.09 0.17
C 2.4419 -1.7818 -4.5340 0.27 0.07 -0.16
H 1.6376 -5.6719 1.2684 -0.06 0.29 0.04
C -2.4541 7.4231 -0.8958 -0.29 0.03 0.06
H -7.2630 -3.2002 6.7446 -0.11 -0.25 0.02
C 1.8588 -4.6278 1.5126 0.23 -0.10 -0.32
H 1.6959 6.2381 -3.5933 0.49 -1.19 -0.30
H -6.1145 -5.1075 7.9910 -0.16 0.07 -0.13
H 1.7537 -2.6600 0.5893 -0.09 -0.24 0.00
H 2.3564 -3.9468 -0.4691 -0.12 -0.02 0.15
C -1.2777 0.7575 3.9173 0.01 -0.17 -0.21
H -3.4833 6.8947 -2.7395 0.13 0.19 0.16
H -4.4898 7.7175 -1.5349 0.20 0.02 0.02
Cl -8.1575 -4.7048 9.0672 -0.07 0.00 0.02
Cl 4.0543 -0.2958 -2.8847 0.31 -0.37 0.03
Cl -1.4859 1.9831 5.1933 0.02 -0.04 0.02
C -2.0412 -5.4988 5.9739 0.19 -0.11 -0.39
C 1.3767 3.5179 -2.8992 1.36 -1.90 -0.88
C 1.6337 -3.7133 0.3188 0.28 0.00 0.09
H 3.5216 2.6232 -2.8908 -2.15 -0.91 0.72
C -7.3829 -4.2535 6.4740 0.36 -0.02 0.09
Cl 0.8592 -4.1646 2.9120 -0.03 0.04 0.04
Cl -1.6357 -1.4133 5.5568 0.12 0.52 0.23
H 2.5443 6.4355 -1.2173 0.44 -1.55 -0.35
H -1.5460 1.2378 2.9714 -0.04 -0.14 0.16
H 3.6343 4.7921 -3.7455 -1.25 0.00 -0.28
N 2.8588 5.4542 -1.4589 -1.03 1.00 -2.21
H 6.9475 1.0048 -5.7258 -0.10 -0.02 -0.25
```
Positions in Å, forces in eV/Å.

Computed properties:
Total charge: 0
Spin multiplicity: 1
Orbital gap: 8.368 eV



no.,calculated total energy (eV)
1,-79275.9742
2,-54042.1658
3,-208398.1222